# 1
Here is a cluster of 2 separate species, C15H20F4NO3 in total from OMol25. Energies are from ωB97M-V/def2-TZVPD.

Properties
HOMO level = -11.5 eV
2S+1 = 1
total charge = +1
frontier orbital gap = 8.14 eV
calculated total energy = -34375.0354 eV

Last column: natural (NBO) charge in e.
Atoms and positions in Å:
F 2.07323 3.00618 -2.33109  -0.30
F -3.71052 -0.65946 -2.50003  -0.30
F -2.58221 0.92828 -1.51414  -0.34
F -3.37584 -0.72990 -0.33699  -0.31
O 1.51191 2.82273 -0.20858  -0.46
O -1.12489 -1.06631 -3.09166  -0.67
O 1.18300 -2.03417 -1.91806  -0.50
N 2.49971 0.09345 -1.36481  -0.34
C 3.21488 1.38188 -1.07531  -0.33
C 1.95939 -0.58855 -0.15081  -0.25
C -1.51205 -1.18568 -1.74774  0.02
C -1.18578 0.65615 3.05641  -0.16
C -3.46837 1.27421 2.62134  -0.19
C 0.82864 -1.48162 -0.66046  0.09
C 2.55881 -2.23608 -2.12549  -0.09
C -2.18945 0.99800 2.16094  -0.25
C 2.19240 2.49792 -1.11135  0.84
C -3.74172 1.20484 3.97933  -0.20
C -1.45843 0.58908 4.41548  -0.23
C -0.46911 -0.66991 -0.75841  -0.47
C -2.73777 0.86317 4.87558  -0.20
C 3.33219 -0.90277 -2.10259  -0.24
C -2.82318 -0.41275 -1.52344  0.95
H -0.67604 0.32564 5.11490  0.22
H 2.66280 -2.67729 -3.11114  0.24
H -0.26410 0.38648 -0.94974  0.20
H -2.95322 0.81047 5.93421  0.22
H -1.72662 -2.22820 -1.53093  0.22
H -1.10885 -0.13150 -3.32780  0.47
H 2.77251 -1.13663 0.31343  0.24
H -4.73892 1.41682 4.34066  0.22
H -0.18439 0.44062 2.69828  0.17
H 3.61954 1.35693 -0.07140  0.26
H 3.54109 -0.52482 -3.09752  0.24
H -1.97682 1.06058 1.10401  0.20
H 4.27388 -1.02927 -1.57648  0.23
H 0.68818 -2.28498 0.06506  0.21
H 3.98126 1.54069 -1.82418  0.26
H -4.25029 1.54154 1.92285  0.22
H 1.58735 0.14513 0.55814  0.26
H 1.70401 0.29924 -1.97423  0.45
H 2.97875 -2.94988 -1.41573  0.19
H -0.90495 -0.71026 0.23949  0.26

***

# 2
Here is a cluster of 2 separate species, C2H4N2 in total from OMol25. Energies are from ωB97M-V/def2-TZVPD.

Properties
HOMO level (alpha / beta) = -18.0 / -25.0 eV
2S+1 = 3
relative energy (zero: lowest compared OMol25 entry of this formula, charge and spin) = 1.650 eV
total charge = +2
⟨S²⟩ = 2.0035
frontier orbital gap (alpha / beta) = 8.71 / 8.99 eV
calculated total energy = -5089.3722 eV

Last column: natural (NBO) charge in e.
Atoms and positions in Å:
N 0.33877 -2.81584 0.49299  -0.33
N -0.00507 2.14645 -0.29480  -0.14
C -0.06320 -1.85695 0.93255  0.51
C -0.39484 2.62920 -1.23883  0.41
H -0.38289 -0.99862 1.31868  0.25
H 0.27068 1.86412 0.61268  0.47
H 1.01295 -3.65089 0.38249  0.56
H -0.77640 2.68253 -2.20575  0.26